w | ORCA calculation (ωB97M-V with the def2-TZVPD basis set) on the molecule C21H27ClN2O5.

LUMO level ... 0.562 eV
SMILES ... COc1c(C)cc(C(=O)NCCCOCCNC(=O)C#C[C@H]2CCOC2)cc1Cl
Gap between HOMO and LUMO ... 9.73 eV
Multiplicity ... 1

XYZ file:
```
56
Properties=species:S:1:pos:R:3:nbo_charge:R:1
Cl -5.925 -1.414 2.440 0.01
O 5.539 -0.905 -3.201 -0.58
O 3.544 -1.728 1.217 -0.54
O -0.608 1.878 -2.602 -0.54
O -6.412 0.360 0.107 -0.52
O -0.199 -0.785 -0.037 -0.64
N 5.560 -1.186 -0.956 -0.60
N -0.509 -1.096 2.169 -0.61
C 0.372 0.850 -2.686 -0.05
C -6.923 1.431 0.898 -0.25
C 0.921 -1.231 2.410 -0.22
C -2.418 -0.536 0.760 -0.13
C 4.920 -1.515 1.418 -0.06
C -4.537 1.442 -1.697 -0.65
C 1.512 2.796 -2.005 -0.41
C -4.713 -0.737 1.400 -0.06
C -5.093 0.087 0.342 0.24
C 2.715 0.585 -1.845 0.18
C -2.796 0.264 -0.311 -0.19
C -0.958 -0.821 0.919 0.67
C 1.473 -2.590 1.998 -0.43
C -3.383 -1.048 1.618 -0.23
C 5.423 -0.566 0.350 -0.24
C -4.127 0.589 -0.530 0.05
C 3.754 -0.001 -1.982 -0.19
C 1.453 1.293 -1.702 -0.37
C 2.979 -2.637 2.141 -0.05
C 0.041 3.118 -2.302 -0.07
C 5.013 -0.717 -2.123 0.62
H -0.062 3.801 -3.148 0.18
H -7.965 1.555 0.616 0.20
H -2.035 0.642 -0.984 0.25
H 1.066 1.119 -0.696 0.25
H 1.095 -1.053 3.473 0.19
H -1.129 -0.948 2.945 0.40
H 1.443 -0.459 1.843 0.22
H 6.390 -0.158 0.657 0.20
H -5.204 0.890 -2.361 0.23
H 5.467 -2.468 1.367 0.17
H 2.137 2.967 -2.882 0.21
H -3.123 -1.717 2.427 0.22
H 3.277 -2.357 3.164 0.15
H 4.719 0.264 0.275 0.23
H -3.658 1.750 -2.262 0.23
H -0.463 3.559 -1.439 0.18
H -5.076 2.333 -1.374 0.22
H 1.915 3.380 -1.179 0.22
H 0.783 0.781 -3.701 0.17
H 3.356 -3.650 1.953 0.18
H 1.026 -3.380 2.606 0.20
H -0.089 -0.093 -2.404 0.22
H 5.095 -1.080 2.412 0.17
H 1.209 -2.775 0.956 0.24
H -6.861 1.199 1.962 0.18
H -6.379 2.358 0.696 0.17
H 6.444 -1.642 -1.132 0.40
```

x | ORCA calculation (ωB97M-V with the def2-TZVPD basis set) on the molecule C21H27ClN2O5.

LUMO level ... 0.599 eV
SMILES ... COc1c(C)cc(C(=O)NCCCOCCNC(=O)C#C[C@H]2CCOC2)cc1Cl
Gap between HOMO and LUMO ... 9.76 eV
Multiplicity ... 1

XYZ file:
```
56
Properties=species:S:1:pos:R:3:nbo_charge:R:1
Cl 3.364 2.216 -5.098 0.01
O -4.965 -2.779 1.879 -0.59
O -0.189 0.335 -0.260 -0.65
O 4.832 -0.142 -4.058 -0.52
O -3.589 1.482 1.296 -0.54
O 1.588 -2.845 0.789 -0.54
N -0.240 2.438 -1.044 -0.61
N -4.904 -0.730 2.820 -0.60
C 4.223 -1.744 -1.812 -0.65
C 2.273 -0.190 -1.469 -0.19
C -3.814 2.425 0.267 -0.05
C -2.703 2.282 -0.753 -0.43
C 1.836 1.653 -2.947 -0.21
C -4.315 -1.830 2.275 0.62
C 0.189 -2.676 0.610 -0.05
C 1.824 -3.082 2.179 -0.07
C 1.496 0.906 -1.829 -0.14
C -4.424 1.662 2.412 -0.06
C 0.291 1.193 -0.985 0.67
C -0.229 -1.877 1.844 -0.36
C -1.372 2.778 -0.197 -0.22
C -4.266 0.464 3.329 -0.24
C 3.749 0.222 -3.307 0.25
C 2.959 1.305 -3.678 -0.08
C 6.020 0.579 -3.738 -0.25
C 0.578 -2.591 2.940 -0.42
C -2.859 -1.813 2.199 -0.19
C 3.400 -0.545 -2.193 0.05
C -1.667 -1.834 2.060 0.18
H -5.474 1.759 2.099 0.16
H 1.228 2.478 -3.295 0.22
H 0.005 -3.430 3.334 0.21
H 5.891 1.648 -3.921 0.18
H -2.608 1.226 -1.014 0.23
H 2.728 -2.538 2.455 0.18
H 6.299 0.421 -2.693 0.17
H -2.964 2.833 -1.659 0.20
H 0.133 -0.857 1.707 0.26
H 0.017 -2.139 -0.318 0.22
H -1.390 3.863 -0.080 0.19
H 4.353 -2.409 -2.666 0.23
H -4.151 2.580 2.951 0.17
H 1.997 -4.148 2.348 0.17
H 6.801 0.192 -4.386 0.20
H -4.685 0.705 4.309 0.20
H 5.221 -1.451 -1.480 0.22
H -1.213 2.330 0.784 0.22
H -5.911 -0.789 2.841 0.40
H 1.984 -0.779 -0.607 0.25
H 0.244 3.160 -1.545 0.40
H -0.327 -3.644 0.587 0.17
H -3.205 0.258 3.462 0.23
H -4.794 2.249 -0.194 0.18
H -3.825 3.443 0.687 0.16
H 0.825 -1.930 3.768 0.22
H 3.736 -2.290 -1.006 0.24
```

Name the most stable of them. x.

w | ORCA calculation (ωB97M-V with the def2-TZVPD basis set) on a structure of composition C26H52O42S9.

LUMO level ... -0.064 eV
Gap between HOMO and LUMO ... 10.57 eV
Multiplicity ... 1

XYZ file:
```
129
Properties=species:S:1:pos:R:3:mulliken_charge:R:1
S 22.185 2.241 -31.015 0.80
S 24.738 6.880 -30.447 1.01
S 18.395 3.776 -33.549 1.03
S 13.046 5.580 -31.369 1.13
S 14.280 0.473 -29.201 0.86
S 16.923 7.645 -28.511 1.13
S 18.312 4.226 -20.658 1.02
S 25.263 2.241 -27.148 0.86
S 20.383 4.181 -26.231 0.96
O 25.055 5.524 -30.961 -0.47
O 13.790 4.417 -32.347 -0.46
O 18.861 3.467 -26.339 -0.31
O 23.653 4.075 -22.233 -0.33
O 19.604 2.765 -34.091 -0.29
O 26.483 3.333 -27.368 -0.39
O 17.432 9.181 -28.129 -0.38
O 25.585 1.463 -28.519 -0.29
O 21.910 3.510 -30.375 -0.15
O 12.926 0.922 -29.573 -0.57
O 13.452 6.938 -31.698 -0.53
O 23.952 2.870 -27.342 -0.13
O 11.615 5.267 -31.249 -0.54
O 25.438 1.419 -25.945 -0.63
O 20.731 1.435 -31.097 -0.28
O 16.946 4.637 -20.269 -0.51
O 23.254 7.377 -30.947 -0.39
O 21.345 3.117 -25.981 -0.33
O 19.475 4.503 -19.809 -0.51
O 18.512 2.557 -21.010 -0.44
O 23.800 3.479 -20.216 -0.36
O 17.585 -2.724 -27.726 -0.58
O 19.272 -2.434 -26.236 -0.32
O 13.858 4.954 -30.104 -0.34
O 14.787 -0.751 -30.265 -0.28
O 24.206 6.612 -28.870 -0.47
O 22.892 2.242 -32.262 -0.58
O 19.519 -3.855 -27.765 -0.35
O 18.205 3.784 -32.115 -0.22
O 18.679 4.557 -22.226 -0.29
O 15.306 1.476 -28.950 -0.14
O 23.003 1.931 -21.649 -0.66
O 20.321 4.603 -27.891 -0.25
O 20.345 5.351 -25.336 -0.63
O 22.768 1.097 -29.954 -0.36
O 14.064 -0.706 -27.992 -0.34
O 17.141 3.459 -34.320 -0.63
O 15.485 7.434 -28.359 -0.53
O 25.686 7.987 -30.591 -0.56
O 17.555 7.241 -29.805 -0.50
O 17.753 6.970 -27.234 -0.22
O 19.184 5.160 -34.140 -0.34
C 23.413 3.065 -21.412 0.92
C 18.173 3.751 -27.537 -0.27
C 24.207 4.856 -24.388 -1.05
C 19.357 -4.517 -28.996 -0.67
C 20.674 0.353 -30.230 -0.38
C 19.310 3.835 -28.626 0.74
C 22.748 6.448 -28.783 0.68
C 26.549 2.085 -29.204 -0.49
C 14.767 3.532 -31.677 0.34
C 23.458 3.753 -23.588 0.73
C 20.019 4.809 -35.172 -0.43
C 18.702 -2.937 -27.256 0.77
C 19.176 3.483 -23.041 1.05
C 21.840 0.314 -29.227 0.21
C 13.769 -1.995 -28.485 -0.25
C 22.257 6.999 -30.131 -0.09
C 18.566 9.192 -27.271 -0.39
C 20.587 3.451 -34.759 -0.24
C 26.652 3.508 -28.799 0.00
C 18.967 7.709 -27.068 -0.15
C 13.979 -1.867 -30.029 -0.49
C 15.096 4.443 -30.485 -0.07
C 19.387 2.294 -22.110 0.30
C 23.771 2.623 -19.099 -0.72
C 19.443 -0.003 -26.554 0.17
C 18.974 -1.149 -25.719 -0.70
H 20.707 2.831 -35.647 0.32
H 20.179 3.749 -23.376 -0.95
H 19.650 2.931 -29.132 -0.57
H 15.689 3.282 -32.202 -0.08
H 19.404 9.756 -27.681 0.33
H 18.306 9.622 -26.303 0.30
H 23.751 5.843 -24.313 0.34
H 19.014 0.963 -26.286 -0.21
H 15.604 3.872 -29.708 -0.03
H 24.680 2.784 -18.521 0.28
H 24.179 4.647 -25.457 0.02
H 23.951 2.794 -23.746 0.31
H 22.721 5.380 -28.570 -0.37
H 17.487 2.910 -27.634 0.21
H 22.249 -0.655 -28.939 0.43
H 17.914 -1.033 -25.496 0.39
H 21.513 3.631 -34.212 0.18
H 19.483 -1.074 -24.757 0.28
H 19.807 0.402 -29.572 0.21
H 20.394 2.236 -21.697 0.06
H 19.341 7.492 -26.068 0.43
H 27.469 1.565 -28.936 0.32
H 19.029 -0.207 -27.541 0.14
H 25.780 4.079 -29.118 0.04
H 21.591 6.215 -30.491 0.17
H 27.632 3.976 -28.892 0.34
H 13.021 -1.584 -30.465 0.32
H 14.432 -2.755 -30.468 0.33
H 20.272 -5.056 -29.241 0.27
H 21.629 0.916 -28.343 -0.24
H 19.280 1.335 -22.616 0.15
H 22.282 6.965 -27.944 0.33
H 14.204 2.655 -31.359 0.26
H 20.742 -0.534 -30.860 0.38
H 19.005 4.508 -29.428 0.30
H 19.700 7.355 -27.793 -0.06
H 18.582 -5.282 -29.046 0.29
H 15.750 5.255 -30.803 0.30
H 19.334 4.840 -36.020 0.32
H 12.698 -2.132 -28.335 0.27
H 21.575 7.839 -29.996 0.26
H 25.273 4.935 -24.172 0.38
H 20.518 0.072 -26.394 0.23
H 17.538 4.591 -27.255 0.16
H 19.104 -3.833 -29.806 0.28
H 23.819 1.554 -19.304 0.32
H 26.458 1.972 -30.284 0.39
H 18.477 3.433 -23.876 0.02
H 22.396 3.607 -23.785 -0.46
H 22.983 3.013 -18.454 0.27
H 20.867 5.481 -35.301 0.33
H 14.426 -2.811 -28.184 0.28
```

x | ORCA calculation (ωB97M-V with the def2-TZVPD basis set) on a structure of composition C26H52O42S9.

LUMO level ... -0.166 eV
Gap between HOMO and LUMO ... 10.60 eV
Multiplicity ... 1

XYZ file:
```
129
Properties=species:S:1:pos:R:3:mulliken_charge:R:1
S 9.336 -1.013 0.501 1.07
S -10.546 3.600 -5.568 1.09
S -2.226 1.471 11.158 1.09
S -1.747 1.431 -9.884 1.06
S 6.979 6.314 -3.749 1.08
S 0.056 1.793 2.015 1.08
S -4.168 7.982 -0.431 1.09
S 3.328 -2.024 -4.560 1.08
S -9.499 -5.148 -2.162 1.09
O 4.035 -2.023 -5.807 -0.50
O -3.001 1.114 -10.655 -0.53
O 7.297 4.957 -4.262 -0.51
O -8.473 -4.145 -1.912 -0.50
O -0.006 2.215 0.355 -0.34
O -1.180 -8.790 2.105 -0.31
O -9.716 -6.326 -0.954 -0.32
O 5.550 -0.717 10.074 -0.60
O 7.928 7.421 -3.892 -0.50
O -11.977 3.287 -5.448 -0.50
O -2.867 -9.080 0.614 -0.59
O -0.933 -10.211 0.575 -0.32
O -3.535 7.578 -1.725 -0.53
O -3.658 9.518 -0.048 -0.30
O 3.053 -0.755 -3.921 -0.49
O 6.348 0.832 11.508 -0.32
O -9.802 2.437 -6.546 -0.37
O 5.496 6.811 -4.248 -0.32
O -1.466 1.079 1.908 -0.33
O 10.556 0.078 0.281 -0.33
O 8.025 -0.384 0.308 -0.53
O 3.912 -3.168 -3.499 -0.34
O -9.734 2.974 -4.303 -0.31
O -3.592 1.882 11.547 -0.49
O -8.993 -6.372 -3.227 -0.34
O 6.448 6.045 -2.172 -0.35
O -0.539 0.420 -10.426 -0.29
O -3.338 7.306 0.846 -0.31
O 9.511 -1.836 1.704 -0.52
O 0.018 2.963 2.911 -0.50
O 9.658 -1.791 -0.869 -0.25
O -10.140 4.959 -5.897 -0.50
O 1.019 0.729 2.265 -0.49
O 6.201 1.428 9.491 -0.26
O -1.064 1.749 12.007 -0.50
O -0.958 2.816 -10.475 -0.32
O -1.937 1.439 -8.450 -0.50
O -1.859 1.803 9.590 -0.33
O 1.874 -2.830 -4.642 -0.31
O -10.853 -4.698 -2.535 -0.51
O -5.605 7.771 -0.279 -0.51
O -2.027 -0.197 10.806 -0.38
C -8.497 2.463 -4.685 -0.43
C -1.477 -7.505 2.622 -0.23
C -1.362 0.729 8.774 -0.21
C -1.009 -6.359 1.786 -1.01
C 0.445 1.107 -11.094 -0.28
C 2.983 -3.951 -2.773 -0.23
C 6.318 -0.024 12.624 -0.66
C 10.725 0.253 -1.150 -0.26
C -9.801 -7.487 -2.991 -0.40
C -1.750 -9.293 1.084 0.75
C -10.011 -7.615 -1.447 -0.19
C 5.960 0.418 10.311 0.79
C -1.017 1.447 -0.380 -0.19
C -2.524 9.529 0.810 -0.23
C 4.990 5.882 -2.084 -0.22
C -2.124 8.046 1.012 -0.34
C -0.124 2.465 -11.507 -0.33
C 10.622 -1.169 -1.554 -0.35
C 1.818 -3.912 -3.775 -0.31
C -1.151 -0.460 9.705 -0.28
C 6.755 2.209 7.336 -1.17
C -2.154 1.363 0.710 -0.27
C -8.825 1.553 -5.877 -0.20
C -1.095 -10.874 -0.655 -0.65
C 4.499 6.433 -3.432 -0.27
C 6.005 1.106 8.136 -0.23
H 2.772 -3.349 -1.889 0.26
H 6.726 1.999 6.267 0.38
H -0.144 -0.518 10.118 0.28
H -7.903 1.303 -6.401 0.31
H -7.989 1.893 -3.908 0.33
H -2.538 -7.389 2.844 0.34
H 1.885 -4.798 -4.405 0.30
H 3.392 -4.919 -2.485 0.27
H 0.067 -6.284 1.946 0.26
H -2.840 0.521 0.612 0.25
H -1.322 2.119 -1.181 0.26
H 9.853 0.824 -1.469 0.28
H 3.817 7.272 -3.298 0.31
H -1.347 -10.189 -1.465 0.30
H 6.499 0.147 7.978 0.31
H -9.354 -8.432 -1.146 0.31
H 0.564 0.486 -11.982 0.27
H -1.437 -5.393 2.054 0.34
H 7.228 0.137 13.203 0.25
H 11.542 -1.689 -1.287 0.30
H -1.749 7.829 2.012 0.32
H 10.531 -1.283 -2.635 0.32
H -1.390 7.692 0.288 0.27
H 4.524 6.399 -1.246 0.26
H -2.785 9.958 1.777 0.29
H 6.366 -1.093 12.419 0.33
H -1.258 -1.420 9.200 0.32
H -9.389 0.676 -5.559 0.27
H -7.842 3.275 -5.002 0.31
H 5.530 0.366 13.269 0.26
H -11.082 -7.752 -1.297 0.24
H 6.299 3.196 7.411 0.31
H -9.347 -8.375 -3.430 0.32
H -0.179 -11.412 -0.901 0.25
H 0.725 3.136 -11.636 0.29
H -1.423 -6.564 0.799 0.32
H -1.686 10.093 0.399 0.27
H -0.969 -7.430 3.583 0.27
H -0.676 0.543 -0.885 0.28
H -0.359 0.994 8.439 0.23
H 4.943 0.959 7.939 0.31
H 0.950 -3.863 -3.118 0.27
H 4.963 4.813 -1.872 0.25
H -2.061 0.678 7.939 0.28
H 11.705 0.721 -1.243 0.27
H -2.789 2.203 0.992 0.25
H 7.821 2.288 7.551 0.29
H -10.759 -7.204 -3.427 0.31
H 3.833 5.649 -3.792 0.27
H -0.808 2.495 -12.355 0.31
H 1.370 1.287 -10.547 0.31
H -1.869 -11.639 -0.706 0.29
```

Name the most stable of them. w.